# 1
25
Properties=species:S:1:pos:R:3:forces:R:3:lowdin_charge:R:1 method="wB97M-V/def2-TZVPD" total_energy_ev=-22601.77324 total_charge=+2
Be 0.1734 -0.3037 0.3684 -1.2 1.2 -1.8 -0.0869
C -1.4269 -0.8281 1.0994 -3.7 -3.0 1.4 0.0791
O -2.3663 -1.4342 1.3601 3.2 2.6 -1.0 0.2619
C 0.2726 -1.9597 2.9656 1.0 -2.1 2.0 0.0645
O 0.5530 -2.7401 3.7456 -0.7 1.9 -1.8 0.1549
C 1.3177 0.4940 1.4474 4.2 2.9 3.4 0.1516
O 2.0704 1.0670 2.1053 -3.4 -2.5 -2.9 0.2759
C 0.6858 -1.8606 -0.3763 1.2 -4.5 -2.7 0.1459
O 0.8680 -2.8343 -0.9587 -0.8 3.9 2.4 0.2725
C 3.7400 -0.9206 -0.8819 -0.2 0.2 -0.1 -0.0762
H 3.4190 -1.3466 -1.8429 0.2 0.2 0.4 0.0688
H 3.9402 0.1611 -0.8708 -0.1 -0.5 0.0 0.0688
C 3.9626 -1.6911 0.1857 -0.1 -0.1 0.2 -0.0673
H 4.3464 -1.2796 1.1304 -0.1 -0.2 -0.5 0.0677
H 3.8360 -2.7822 0.1450 0.1 0.5 0.0 0.0701
N -3.5545 2.2568 -1.1483 -0.4 0.1 0.9 0.2117
C -2.2659 2.0939 -0.4305 0.6 0.0 -0.5 -0.0325
C -1.5102 1.0432 -1.2414 -0.1 -1.1 -1.1 -0.5246
O -2.0683 0.6133 -2.2439 1.0 0.3 1.1 0.1233
O -0.3263 0.6792 -0.8045 -0.2 -0.3 0.9 -0.0532
H -4.2544 1.7207 -0.6385 -0.4 0.0 -0.3 0.1804
H -3.4298 1.8162 -2.0865 0.0 0.1 0.1 0.1651
H -3.8600 3.2296 -1.1691 -0.1 0.0 -0.3 0.1873
H -1.7122 3.0247 -0.4632 0.1 0.2 0.2 0.1544
H -2.4105 1.7810 0.6034 -0.1 0.2 -0.1 0.1371

# 2
22
Properties=species:S:1:pos:R:3:forces:R:3:lowdin_charge:R:1 method="wB97M-V/def2-TZVPD" total_charge=+1 relative_energy_ev=0.000
C -3.5847 1.2608 -0.3898 0.5 0.6 0.1 -0.0458
C -3.5386 0.6249 0.8104 2.8 0.4 -0.8 -0.0229
C -2.4431 1.5906 -1.0879 0.0 -0.4 -1.8 0.0330
C -2.3204 0.2719 1.3804 -0.7 0.4 -2.7 0.0534
C -1.3116 0.9378 -0.6942 1.1 0.7 0.1 -0.1862
C -1.2493 0.3369 0.5412 0.2 -0.2 0.8 -0.2197
C 3.1560 -1.8864 0.6026 3.7 1.4 -2.4 -0.0304
C 3.0208 -1.2115 -0.7790 0.7 -0.4 2.3 -0.2107
O -0.0109 0.9762 -1.3183 -1.1 0.3 0.8 -0.0731
O 0.0435 -0.1283 0.9190 1.5 1.0 -1.9 -0.0683
O 1.7202 -0.6290 -1.1295 1.8 -1.0 0.5 -0.1466
P 1.0214 0.3994 -0.2849 -1.0 1.8 1.0 0.4032
Br 2.4661 1.9582 0.3242 -1.1 -1.2 -0.1 0.6363
H -4.5062 1.6050 -0.7402 -1.3 0.5 -0.6 0.1102
H -4.3994 0.4357 1.2851 -3.0 -0.6 2.0 0.0877
H -2.5447 2.1619 -2.0148 0.4 -0.2 0.3 0.1461
H -2.3080 -0.0832 2.3250 0.4 -1.3 2.8 0.1036
H 3.5692 -1.1401 1.2670 -0.1 -0.2 0.6 0.0760
H 2.2510 -2.2129 0.8466 -3.6 -1.8 1.7 0.0278
H 3.9122 -2.7178 0.4470 -1.0 0.9 0.5 0.1306
H 3.1574 -1.9336 -1.4673 0.0 -2.3 -2.6 0.0870
H 3.8993 -0.6165 -0.8426 0.0 1.8 -0.7 0.1089

# 3
21
Properties=species:S:1:pos:R:3:forces:R:3:lowdin_charge:R:1 method="wB97M-V/def2-TZVPD" relative_energy_ev=1.815
C 0.9817 2.2946 -0.0193 -1.8 0.0 0.5 -0.1608
C 0.5362 -0.4205 0.0506 0.4 -1.0 0.2 -0.0898
C -0.5337 0.5739 0.1361 -3.5 -0.7 -1.7 -0.2360
C 1.9413 0.0913 0.1151 -1.6 -0.9 0.7 -0.4033
C 0.3359 -1.7687 -0.0908 -2.0 1.7 -1.1 -0.0659
C -1.9288 0.3479 0.0796 3.1 -0.7 0.5 -0.6123
C 1.2535 -2.9062 -0.2157 -3.5 -1.3 -1.1 -0.0722
C -2.8803 1.4432 0.0501 -0.1 2.0 -1.6 -0.1566
N -0.2498 1.9324 -0.0477 1.3 -0.3 0.4 0.0824
N 2.0694 1.4726 0.1162 1.0 -0.5 -0.1 0.1415
O 2.8384 -0.7063 0.2335 1.2 0.8 -0.2 0.0920
Cl -2.6764 -1.1892 0.4039 -0.1 0.1 0.0 0.7114
H 1.0415 3.3572 0.0419 1.2 0.7 -0.3 0.1182
H -0.7260 -2.0107 -0.3201 1.2 0.1 0.5 0.0382
H 1.7192 -2.9298 -1.1575 0.9 0.1 -1.2 0.0803
H 0.6588 -3.8580 -0.1496 0.5 0.8 0.1 0.1039
H 1.9118 -2.8568 0.5297 3.0 -0.2 2.7 0.0286
H -3.8296 1.2947 -0.4406 -0.4 -0.9 0.3 0.0696
H -2.9924 1.7467 1.0691 -0.5 0.7 0.6 0.0814
H -2.4948 2.2795 -0.5831 0.1 -0.5 1.0 0.0898
H 3.0241 1.8122 0.1984 -0.4 0.2 -0.1 0.1595

# 4
21
Properties=species:S:1:pos:R:3:forces:R:3:lowdin_charge:R:1 method="wB97M-V/def2-TZVPD" relative_energy_ev=3.453
C -0.1846 0.6871 -1.9588 0.5 -1.0 3.4 0.0656
C -1.2883 0.9967 -1.2768 0.0 -0.1 -1.1 -0.0041
C 1.2757 1.2266 0.1528 0.0 -0.3 0.5 -0.1004
C 0.0323 1.4596 0.9993 -0.8 1.2 -1.5 -0.1026
C 0.9165 -1.3038 -0.6911 2.7 0.6 0.9 -0.1592
C -1.3387 -0.6242 0.7819 -1.3 -3.4 -1.2 -0.7017
C 0.5512 0.1200 -0.6631 -1.8 2.3 -2.5 -0.3750
C -0.8832 0.5219 0.0408 3.8 1.0 2.5 -0.3849
O -0.4039 -3.2780 0.4682 -0.5 0.8 0.2 -0.3352
O 0.9722 -1.9125 1.9706 -1.2 1.0 -1.4 -0.3296
S 0.0919 -1.9560 0.7996 0.8 -1.8 0.1 0.6871
Cl -1.8506 -0.5392 2.4257 -0.6 0.4 0.8 0.7144
H 0.1690 0.6578 -2.9372 0.3 0.5 -1.6 0.0885
H -2.1964 1.4355 -1.5859 -1.0 0.5 -0.3 0.0984
H 1.4598 2.1635 -0.4141 0.5 -1.0 0.1 0.1255
H 2.0848 0.9210 0.8263 0.3 0.0 -0.8 0.1193
H 0.0921 1.1588 2.0341 -0.1 -0.3 0.1 0.0819
H -0.1467 2.5275 0.9091 -0.9 0.0 0.6 0.1080
H 0.7177 -1.7955 -1.6764 0.0 0.0 1.3 0.1332
H 2.0333 -1.2588 -0.3857 -1.6 -1.0 -0.8 0.1454
H -2.1040 -1.2079 0.1806 0.7 0.5 0.9 0.1255

# 5
21
Properties=species:S:1:pos:R:3:forces:R:3:lowdin_charge:R:1 method="wB97M-V/def2-TZVPD" relative_energy_ev=7.681
C -0.4993 0.5984 -1.1531 -2.3 0.2 -1.3 -0.0238
C 0.9696 -1.2175 -0.8159 -1.7 -0.4 -2.4 0.0090
C -0.7725 -0.3917 -2.0848 -1.8 -0.3 -0.8 -0.2034
C 0.5647 0.0482 -0.3775 3.3 4.8 4.2 -0.2886
C 1.3314 0.8619 0.5906 0.8 0.5 1.0 0.1186
C 0.1386 -1.4663 -1.9135 2.4 -0.4 2.8 -0.2386
C -1.9904 -0.6339 -3.0174 1.9 1.5 1.8 -0.0092
C 0.0268 0.6920 2.9215 -1.7 2.2 -0.1 -0.1203
N 2.0718 1.5780 1.3825 -2.5 -2.6 -6.4 0.0609
N 1.3742 0.7610 3.3424 -0.4 0.7 2.6 -0.1203
O 2.0230 1.8076 2.6983 0.1 -1.4 0.6 -0.0971
F 0.1955 -2.6389 -2.5710 -0.6 0.5 -0.3 0.0695
H -1.1836 1.5072 -1.0037 1.6 -1.5 0.0 0.1455
H 1.6728 -1.8095 -0.3339 1.2 -1.0 0.4 0.0959
H -1.6811 -1.2258 -3.8366 -0.1 -0.7 -0.8 0.0637
H -2.8139 -1.0004 -2.4555 -0.6 -1.0 0.4 0.0709
H -2.3216 0.3242 -3.3028 -0.4 1.2 -1.0 0.0551
H -0.6485 0.2970 3.6992 0.5 -0.5 -0.4 0.0928
H -0.3492 1.8156 2.8653 0.8 -2.2 -0.3 0.1432
H 0.0057 0.2010 1.9369 -1.2 0.1 0.7 0.0459
H 1.8860 -0.1082 3.4291 0.5 0.3 -0.7 0.1304

# 6
20
Properties=species:S:1:pos:R:3:forces:R:3:lowdin_charge:R:1 method="wB97M-V/def2-TZVPD" relative_energy_ev=4.293
C 1.8845 -0.8320 -2.6022 0.4 1.0 -0.5 -0.1111
C 0.6643 -0.5142 -3.1222 0.3 -0.4 3.6 -0.4015
C 2.4648 -0.3833 -1.3593 -1.2 0.0 2.7 -0.2592
C 1.7386 0.3087 -0.4392 -0.2 -0.8 -2.0 -0.0223
C -0.2458 0.2347 1.5661 -1.2 2.5 1.1 -0.1846
C -1.2398 -0.2363 0.5209 -3.6 -1.1 0.6 -0.3078
C 0.6769 1.4258 1.2686 -1.3 1.0 0.5 -0.1843
C -0.7632 -0.8244 -0.7645 1.9 -0.2 1.8 -0.4909
O 1.8645 1.1254 0.5472 1.1 0.0 0.3 0.0059
F 3.6573 -0.9407 -0.9274 -0.1 0.1 -0.8 0.0123
S -0.8066 -0.1396 -2.2588 -0.6 1.1 -1.8 0.9502
H 2.6284 -1.1371 -3.3254 0.1 -0.1 -0.1 0.1072
H 0.5066 -0.4654 -4.1264 -0.4 -0.4 -2.7 0.0170
H -0.9430 0.7176 2.4167 1.7 -1.6 -1.3 0.1619
H 0.3959 -0.5826 1.8924 -0.3 -0.1 0.4 0.1215
H -1.8327 -1.0490 1.0886 1.1 0.4 -0.8 0.1272
H -2.1847 0.3974 0.4088 1.7 0.2 -0.2 0.1260
H 0.1746 2.3019 0.8010 0.0 -0.9 -0.4 0.1390
H 0.9628 1.8928 2.2159 0.6 -0.6 0.0 0.1192
H 0.0158 -1.5628 -0.6124 -0.2 -0.3 -0.2 0.0742